(1)
An isolated ion of composition C3H3N2O2 and charge -1 in a non-equilibrium geometry, computed with the ωB97M-V functional and the def2-TZVPD basis.

Values from the calculation:
lowest unoccupied orbital energy: 3.890 eV
E_HOMO: -4.28 eV
ΔE to the lowest compared entry with this formula, charge and spin: 6.0520 eV
orbital gap: 8.17 eV
charge: -1
structure (SMILES): C#CCN=[N+]([O-])[O-]

```
10
Properties=species:S:1:pos:R:3:forces:R:3
O -2.0993 -0.7581 -1.1470 0.3 0.0 0.6
N -2.0401 -0.0667 -0.0697 -1.1 0.1 -1.3
H 3.2329 0.5854 1.5989 1.1 0.1 0.5
N -0.9397 0.4935 0.3163 1.7 0.0 -0.6
C 2.5558 0.2374 0.8939 2.2 0.6 1.7
O -3.1371 0.1348 0.5647 1.7 0.0 -0.2
H 0.6370 0.4438 -1.4139 -0.7 0.3 -1.3
H -0.0735 -1.1387 -0.5668 1.6 1.7 -0.8
C 1.5277 0.1163 0.3481 -4.0 -1.0 -2.5
C 0.3363 -0.0477 -0.5246 -2.8 -1.8 3.8
```
Positions in Å, forces in eV/Å.

natural (NBO) atomic charge list, values in e, 2 entries: -0.61, 0.54

---

(2)
An isolated ion of composition C3H3N2O2 and charge -1 in a non-equilibrium geometry, computed with the ωB97M-V functional and the def2-TZVPD basis.

Values from the calculation:
lowest unoccupied orbital energy: 4.495 eV
E_HOMO: -1.97 eV
ΔE to the lowest compared entry with this formula, charge and spin: 2.8078 eV
orbital gap: 6.46 eV
charge: -1
structure (SMILES): O=C1N[N-][C@H]2O[C@@H]12

```
10
Properties=species:S:1:pos:R:3:forces:R:3
C 1.3508 0.0998 0.2682 0.6 -0.6 0.2
H -1.9520 -0.1118 -0.2232 0.0 0.0 0.1
C -0.9686 -0.1645 0.2352 0.0 -0.8 -0.8
O 2.5368 0.4522 0.1277 0.1 0.3 -0.1
C 0.0991 0.8688 0.0917 0.1 2.6 -2.0
N 0.9301 -1.1470 0.5409 0.4 0.2 0.1
N -0.4328 -1.4046 0.4405 -1.0 -0.5 0.0
O -0.7602 0.8978 1.2149 0.0 0.6 1.0
H 1.5469 -1.9295 0.7032 0.0 0.3 0.0
H 0.1309 1.8458 -0.5936 -0.1 -2.1 1.5
```
Positions in Å, forces in eV/Å.

natural (NBO) atomic charge list, values in e, 2 entries: 0.54, 0.16

---

(3)
An isolated ion of composition C3H3N2O2 and charge +1 in a non-equilibrium geometry, computed with the ωB97M-V functional and the def2-TZVPD basis.

Values from the calculation:
lowest unoccupied orbital energy: -7.046 eV
E_HOMO: -15.50 eV
ΔE to the lowest compared entry with this formula, charge and spin: 1.8603 eV
orbital gap: 8.46 eV
charge: +1

```
10
Properties=species:S:1:pos:R:3:forces:R:3
C -1.9943 -0.5341 0.0700 -0.9 -1.1 0.0
C 1.3878 -0.1311 0.0410 1.3 -0.8 0.0
H 0.5021 1.7058 0.0162 -0.2 -0.2 0.0
O -2.9863 -1.0478 0.1111 0.8 -0.2 0.0
H 2.2743 0.4705 0.2719 -0.1 -0.1 0.0
N 1.3438 -1.3498 -0.2071 -1.5 0.1 -0.1
H 2.1883 -1.9069 -0.1987 0.3 0.4 0.2
C -1.0678 0.5940 -0.0223 0.1 1.8 -0.1
O -1.9013 1.4859 -0.1025 0.6 -0.3 0.0
N 0.2534 0.7135 0.0204 -0.5 0.5 0.0
```
Positions in Å, forces in eV/Å.

natural (NBO) atomic charge list, values in e, 2 entries: 0.85, 0.27

---

(4)
An isolated ion of composition C3H3N2OS and charge +1 in a non-equilibrium geometry, computed with the ωB97M-V functional and the def2-TZVPD basis.

Values from the calculation:
lowest unoccupied orbital energy (alpha / beta): -8.307 / -8.311 eV
E_HOMO (alpha / beta): -15.49 / -15.49 eV
ΔE to the lowest compared entry with this formula, charge and spin: 3.6441 eV
orbital gap (alpha / beta): 7.18 / 7.17 eV
charge: +1

```
10
Properties=species:S:1:pos:R:3:forces:R:3
S -2.3157 -0.7073 0.0910 2.4 0.1 -0.1
H 2.3116 -0.5747 -0.3819 2.5 0.3 -0.2
N -0.6767 -0.2970 0.1810 -5.2 0.7 0.5
H 1.2834 2.1145 -0.0086 0.0 0.4 0.4
C 0.4298 -1.0153 -0.0254 0.4 -0.2 0.5
N -0.4588 1.0131 0.2539 -0.7 2.2 0.1
O -3.0613 0.4716 -0.1155 -0.4 0.1 0.2
C 1.4321 -0.1481 -0.0519 -0.8 -0.1 -0.4
H 0.2493 -2.0215 -0.0520 0.6 -2.6 -0.4
C 0.8062 1.1649 0.1094 1.2 -1.1 -0.6
```
Positions in Å, forces in eV/Å.

natural (NBO) atomic charge list, values in e, 2 entries: 1.63, 0.27

---

(5)
An isolated ion of composition C3H3N2OS and charge +1 in a non-equilibrium geometry, computed with the ωB97M-V functional and the def2-TZVPD basis.

Values from the calculation:
lowest unoccupied orbital energy (alpha / beta): -7.809 / -7.693 eV
E_HOMO (alpha / beta): -15.35 / -15.63 eV
ΔE to the lowest compared entry with this formula, charge and spin: 8.5025 eV
orbital gap (alpha / beta): 7.54 / 7.93 eV
charge: +1

```
10
Properties=species:S:1:pos:R:3:forces:R:3
N 2.3253 -1.6607 -0.0280 2.7 -1.7 0.0
C 1.1649 -2.1252 0.3547 0.1 1.0 0.0
O 2.0603 -0.5036 -0.6218 -1.1 1.8 -1.0
C 0.8808 -0.0089 -0.4679 -0.4 -0.7 0.7
H -2.3630 1.7331 -0.1092 1.8 -2.0 0.0
H -0.9549 2.0662 0.6780 1.1 -0.2 1.0
N 0.1166 -1.6134 0.4872 -2.2 -0.3 0.5
C -1.3562 1.1834 0.2241 -2.5 2.4 -1.8
S -0.3864 0.6827 -1.2019 0.9 0.4 -0.9
H -1.4874 0.2463 0.6848 -0.5 -0.6 1.5
```
Positions in Å, forces in eV/Å.

natural (NBO) atomic charge list, values in e, 2 entries: -0.04, 0.43

---

(6)
A 2-piece molecular cluster, C3H3N2S overall in a non-equilibrium geometry, computed with the ωB97M-V functional and the def2-TZVPD basis.

Values from the calculation:
lowest unoccupied orbital energy (alpha / beta): 2.939 / 2.958 eV
E_HOMO (alpha / beta): -3.78 / -3.77 eV
ΔE to the lowest compared entry with this formula, charge and spin: 3.6800 eV
orbital gap (alpha / beta): 6.72 / 6.73 eV
charge: -1

```
9
Properties=species:S:1:pos:R:3:forces:R:3
H 0.9144 -1.5929 0.3062 0.4 -1.3 0.2
C 1.2808 0.4242 0.1061 3.0 -0.4 -0.1
N 0.5422 -0.7369 0.0209 -2.2 2.9 0.1
C 0.4370 1.4876 0.0379 -2.1 -0.6 -0.4
H 0.4876 2.5781 0.0735 0.7 -0.7 -0.1
N -0.9036 0.9876 -0.0927 0.7 -0.5 0.7
S 4.1454 -0.1735 -0.0440 -2.3 0.5 0.2
H -1.6834 -1.0523 -0.1493 1.5 1.2 0.4
C -0.8184 -0.3164 0.0002 0.2 -1.0 -1.0
```
Positions in Å, forces in eV/Å.

natural (NBO) atomic charge list, values in e, 2 entries: 0.41, 0.10

---

(7)
An isolated ion of composition C3H3N2S and charge +1 in a non-equilibrium geometry, computed with the ωB97M-V functional and the def2-TZVPD basis.

Values from the calculation:
lowest unoccupied orbital energy (alpha / beta): -7.505 / -7.505 eV
E_HOMO (alpha / beta): -15.52 / -15.52 eV
ΔE to the lowest compared entry with this formula, charge and spin: 3.6679 eV
orbital gap (alpha / beta): 8.02 / 8.02 eV
charge: +1

```
9
Properties=species:S:1:pos:R:3:forces:R:3
N -1.6448 -0.1653 0.0710 0.5 -0.7 0.4
H 1.8910 -1.6966 0.5538 0.1 0.0 0.1
S 1.4129 0.5794 0.5063 -0.6 -0.3 -0.2
H 0.1568 2.4278 -0.6106 0.1 0.1 0.0
N -1.2078 0.9750 -0.3205 -1.1 1.4 -0.8
H 0.3957 -1.3781 -0.4777 -0.1 0.1 0.0
C 1.1765 -0.9833 0.1558 0.3 0.3 0.0
C -2.1239 -1.1869 0.3820 -0.4 -0.6 0.2
C -0.0563 1.4280 -0.2600 1.2 -0.3 0.3
```
Positions in Å, forces in eV/Å.

natural (NBO) atomic charge list, values in e, 2 entries: -0.42, 0.28

---

(8)
One molecule with the formula C3H3N3 in a non-equilibrium geometry, computed with the ωB97M-V functional and the def2-TZVPD basis.

Values from the calculation:
lowest unoccupied orbital energy (alpha / beta): -2.490 / -1.043 eV
E_HOMO (alpha / beta): -9.90 / -10.18 eV
ΔE to the lowest compared entry with this formula, charge and spin: 5.9319 eV
orbital gap (alpha / beta): 7.41 / 9.14 eV

```
9
Properties=species:S:1:pos:R:3:forces:R:3
N -0.1530 -0.6555 -0.9806 -0.8 -0.6 -1.7
N 0.0110 1.4801 -2.1270 -0.1 -0.1 0.2
N -0.5238 1.3480 0.2420 -0.5 1.7 -0.7
C -0.5346 1.9049 -1.0928 -0.3 1.5 0.9
C -0.3398 0.1226 0.0326 0.6 -0.5 0.2
H 1.4798 -0.9819 0.5050 -2.8 -0.7 0.1
H -1.0721 2.8751 -1.0730 0.2 -0.4 -0.5
H -0.3448 -1.9568 0.7830 1.8 0.9 -0.8
C 0.3001 -1.1138 0.3277 1.8 -1.8 2.2
```
Positions in Å, forces in eV/Å.

natural (NBO) atomic charge list, values in e, 2 entries: -0.22, -0.15

---

(9)
C3H3N3 as an isolated structure in a non-equilibrium geometry, computed with the ωB97M-V functional and the def2-TZVPD basis.

Values from the calculation:
lowest unoccupied orbital energy: 0.301 eV
E_HOMO: -10.03 eV
ΔE to the lowest compared entry with this formula, charge and spin: 2.9790 eV
orbital gap: 10.33 eV

```
9
Properties=species:S:1:pos:R:3:forces:R:3
C -0.4004 1.4737 -0.0332 0.1 0.8 0.1
C 1.4251 -0.2241 -0.0563 1.7 -0.4 -2.1
N 2.5522 -0.5078 -0.0554 -0.6 0.2 -0.2
H -0.8002 -1.5157 -1.0040 0.2 0.3 0.1
N -0.9231 -0.9031 -0.2125 0.2 -0.3 0.3
H -1.8552 -0.8440 0.1683 0.3 0.2 0.0
C 0.0322 0.0754 0.1185 1.0 -0.3 2.0
N -0.7987 2.5574 -0.1403 0.5 -1.4 0.1
H 0.7681 -0.1117 1.2149 -3.3 0.9 -0.2
```
Positions in Å, forces in eV/Å.

natural (NBO) atomic charge list, values in e, 2 entries: 0.25, 0.16

---

(10)
A 2-piece molecular cluster, C3H3N3O overall in a non-equilibrium geometry, computed with the ωB97M-V functional and the def2-TZVPD basis.

Values from the calculation:
lowest unoccupied orbital energy: 0.684 eV
E_HOMO: -9.68 eV
ΔE to the lowest compared entry with this formula, charge and spin: 0.8409 eV
orbital gap: 10.37 eV
structure (SMILES): N=C=CC=O.N#N

```
10
Properties=species:S:1:pos:R:3:forces:R:3
C -0.1346 -1.3704 0.2870 0.1 0.0 0.1
N 2.0148 -0.0342 0.2554 -0.6 -0.4 0.0
C 1.0022 -0.6999 0.1661 0.4 0.3 0.1
N -0.5295 3.0673 -0.7426 1.5 -0.5 -0.9
H 2.5677 0.2531 -0.5460 -0.2 -0.1 -0.1
H -0.1608 -2.4406 0.4458 0.2 0.0 0.0
C -1.3964 -0.6429 0.4195 -0.1 0.0 0.0
N 0.3837 2.7469 -1.2681 -1.5 0.5 0.9
O -2.4050 -1.1272 0.8785 0.2 0.1 -0.2
H -1.3570 0.4022 0.0649 -0.1 0.1 0.1
```
Positions in Å, forces in eV/Å.

natural (NBO) atomic charge list, values in e, 2 entries: -0.55, -0.61

---

Among the records above, which one has the lowest ΔE to the lowest compared entry with this formula, charge and spin?
C3H3N3O